C6H12 | ωB97M-V with the def2-TZVPD basis set

E_HOMO (eV): -6.13
Maximum force (eV/Å): 4.05
Kohn-Sham gap (eV): 6.452
Molecular weight (g mol⁻¹): 84.162
Calculated total energy (Eh): -235.56301

```
18
Properties=species:S:1:pos:R:3:forces:R:3:nbo_charge:R:1
C 0.902 -2.059 0.741 0.84 1.57 -3.05 -0.600
C -0.201 -1.213 -0.033 -1.58 -0.63 0.37 -0.446
C 0.122 0.199 -0.529 0.55 -0.92 2.23 -0.027
C 0.559 1.160 0.538 2.62 -1.04 -2.91 -0.475
C -0.560 1.952 0.992 -0.58 0.54 0.47 -0.631
C -0.172 0.309 -1.928 0.65 -0.13 0.92 -0.431
H 1.886 -1.570 0.470 -0.89 -0.55 0.98 0.217
H 0.741 -2.225 1.774 -0.14 0.68 1.04 0.218
H -1.141 0.519 -0.918 0.95 -0.48 -1.76 0.381
H 0.972 -3.050 0.342 -0.13 -0.69 -0.61 0.203
H -0.736 -1.723 -0.950 0.95 0.24 2.06 0.183
H 1.562 1.631 0.366 -1.15 0.25 -0.56 0.183
H -1.011 2.642 0.273 -0.08 0.14 -0.38 0.157
H -0.498 2.488 1.894 0.78 0.91 1.27 0.210
H -1.254 1.218 1.247 -2.22 -1.17 0.28 0.192
H -0.068 -0.530 -2.638 -0.64 0.14 0.63 0.225
H -0.955 -0.989 0.753 -0.09 -0.45 -0.46 0.226
H -0.149 1.243 -2.394 0.18 1.59 -0.52 0.214
```
Positions in Å, forces in eV/Å.